Here is a structure of composition CH5N2O2Tl from the OMol25 dataset. Energies are from ωB97M-V/def2-TZVPD.

Last column: Mulliken charge in e.
Element x y z (Å)
Tl (-0.377, 1.215, 3.277)  1.095
O (2.114, 2.090, 2.278)  -0.190
H (2.262, 2.718, 1.545)  0.387
C (-0.377, -0.423, -0.460)  0.811
O (0.003, 0.236, 0.493)  -0.386
N (-1.252, -1.364, -0.410)  -0.328
N (0.120, -0.394, -1.672)  -0.298
H (-1.473, -1.773, -1.306)  0.217
H (-1.665, -1.491, 0.504)  0.217
H (-0.101, -1.160, -2.292)  0.220
H (0.747, 0.346, -1.956)  0.254

Cartesian forces (eV/Å) of the 3 atoms listed first:
0.6 0.1 -0.6
-0.6 -0.7 0.4
0.0 0.3 -0.4

Values from the calculation:
net charge = +2
LUMO level = -15.25 eV

=====

Here is an isolated molecule of C4H6OS from the OMol25 dataset. Energies are from ωB97M-V/def2-TZVPD.

Last column: Mulliken charge in e.
Element x y z (Å)
C (-1.522, -0.631, -0.144)  -0.911
C (-0.544, 0.451, -0.594)  0.015
C (0.936, 0.274, -0.499)  0.118
C (1.465, 0.216, 0.850)  -0.413
H (-1.248, -1.553, -0.638)  0.303
H (-2.599, -0.439, -0.445)  0.312
H (-1.542, -0.794, 0.968)  0.265
H (1.535, 0.759, -1.192)  0.529
H (2.468, 0.457, 1.100)  0.311
H (0.622, 0.179, 1.632)  0.160
O (1.427, -0.917, -0.082)  -0.455
S (-1.000, 1.998, -0.955)  -0.236

Cartesian forces (eV/Å) of the 3 atoms listed first:
-0.8 0.3 -0.2
-1.1 1.9 0.3
-1.3 0.5 0.1

Values from the calculation:
structure (SMILES) = CC(=S)[C@H]1CO1
LUMO level = -0.38 eV

=====

HOMO-LUMO gap, respectively: 3.382 8.408 eV.
Relative energy (zero: lowest compared OMol25 entry of this formula, charge and spin), respectively: 29.75 57.67 kcal/mol.